Entry 1:
This record from the OMol25 dataset describes an isolated ion of composition CH6N2O3P and charge +1 at a distorted geometry. The level of theory is ωB97M-V/def2-TZVPD.

Structure (ORCA input):
```
! RIJCOSX wB97M-V def2-TZVPD def2/J DEFGRID3
* xyz 1 1
C -1.339 -0.614 -1.343
N 1.567 0.698 -0.737
N 1.148 -0.719 1.796
O 1.105 1.640 -1.319
O -0.287 1.299 1.200
O -0.495 -0.959 -0.257
P 0.525 0.126 0.583
H -1.876 -1.538 -1.566
H -0.768 -0.320 -2.225
H -2.055 0.164 -1.072
H 1.611 -1.597 1.620
H 1.384 -0.248 2.658
H -0.520 2.068 0.662
*
```

Summary:
Orbital gap (spin up / spin down), eV: 8.440 / 8.458
Max |F|, eV/Å: 5.148
Energy, hartree: -717.98267

***

Entry 2:
This record from the OMol25 dataset describes C3H5N as an isolated structure at a distorted geometry. The level of theory is ωB97M-V/def2-TZVPD.

Structure (ORCA input):
```
! RIJCOSX wB97M-V def2-TZVPD def2/J DEFGRID3
* xyz 0 1
C -1.764 -0.529 -0.161
C -0.612 0.168 0.452
C 0.643 0.341 -0.328
N -1.956 0.729 0.021
H -2.243 -1.448 -0.658
H -0.294 0.130 1.800
H 1.335 0.910 0.145
H 0.375 0.693 -1.246
H 1.155 -0.732 -0.285
*
```

Summary:
Orbital gap, eV: 11.034
Max |F|, eV/Å: 4.940
Energy, hartree: -171.92841

***

Entry 3:
This record from the OMol25 dataset describes one molecule with the formula C2H3FO2 at a distorted geometry. The level of theory is ωB97M-V/def2-TZVPD.

Structure (ORCA input):
```
! RIJCOSX wB97M-V def2-TZVPD def2/J DEFGRID3
* xyz 0 1
C -0.247 -0.704 0.094
C -0.375 0.826 0.094
H 1.703 -0.861 -0.180
H -1.298 0.956 -0.302
H -0.103 1.282 1.018
O 0.851 -1.321 -0.237
O -1.257 -1.358 0.312
F 0.727 1.179 -0.799
*
```

Summary:
Orbital gap, eV: 11.260
Max |F|, eV/Å: 5.893
Energy, hartree: -328.33579